72
Properties=species:S:1:pos:R:3:forces:R:3:lowdin_charge:R:1 method="wB97M-V/def2-TZVPD" energy_ha=-9745.80620 homo_lumo_gap_ha=0.2505 charge=0 lumo_ev=0.07 homo_energy_ev=-6.75 mol_weight_g_mol=674.714
Sc 0.61525 -0.44687 0.02208 0.664 -0.302 0.045 0.16
C -0.02284 -1.76434 3.93919 1.580 1.247 0.635 -0.34
Se 1.58738 -1.64121 2.85212 0.199 0.487 -0.349 0.91
C 2.05110 0.19528 3.39262 0.435 -0.574 -0.053 -0.56
C 3.32888 0.63233 2.70015 -0.590 0.308 -0.443 -0.50
Se 3.18498 0.64575 0.70812 0.127 -0.100 0.362 0.88
C 4.26743 -0.92395 0.28325 0.289 -0.313 0.582 -0.36
H 0.05540 -0.90385 4.61670 -0.149 -0.390 0.009 0.03
H 0.00715 -2.67783 4.48787 -0.321 -0.592 0.183 0.02
H -0.82396 -1.59648 3.29295 -1.527 -0.205 -0.769 0.00
H 2.20463 0.17337 4.46820 0.033 0.087 0.149 0.08
H 1.20779 0.83002 3.15911 -0.202 0.124 -0.110 0.02
H 4.14268 -0.04197 2.91429 0.323 -0.107 0.134 0.06
H 3.58842 1.65600 2.99179 0.044 -0.262 -0.117 0.06
H 3.76445 -1.88932 0.38565 -0.185 0.314 0.089 0.02
H 5.19097 -0.93879 0.87181 -0.292 0.190 0.062 0.04
H 4.55378 -0.79037 -0.73597 0.100 0.059 -0.747 0.00
C 2.90624 -1.63388 -3.00969 -0.402 0.828 -0.042 -0.24
Si 1.09911 -0.92312 -2.70622 0.360 -0.610 1.014 0.57
C 1.00934 0.52571 -3.95804 0.887 -0.648 0.077 -0.24
C -0.20858 -2.36041 -2.92146 -0.106 0.077 0.465 -0.32
C -0.90638 -2.46673 -4.12419 1.224 1.182 0.127 -0.14
C -1.82262 -3.43620 -4.38852 -0.761 -0.316 -0.379 -0.11
C -2.12912 -4.32256 -3.38938 -1.168 -0.630 1.417 -0.10
C -1.57338 -4.21657 -2.11450 1.011 0.537 -0.416 -0.10
C -0.58221 -3.25265 -1.86400 0.055 -0.129 -0.437 -0.34
Si 0.18830 -3.09438 -0.15150 0.428 -0.074 0.370 0.48
C -0.72036 -4.05887 1.23421 0.023 0.361 -0.980 -0.24
C 1.85865 -4.05440 -0.13517 -1.251 0.470 -1.379 -0.22
H 3.02619 -2.25054 -3.90959 -0.061 0.096 0.199 0.03
H 3.28474 -2.15128 -2.14106 -0.098 -0.598 0.180 -0.04
H 3.59213 -0.76958 -3.07871 -0.294 -0.101 -0.293 0.01
H 1.94758 0.47380 -4.54529 -0.637 -0.009 -0.103 0.02
H 1.08314 1.44285 -3.40342 -0.013 0.497 0.450 -0.01
H 0.14461 0.63231 -4.58566 -0.382 -0.203 -0.474 0.00
H -0.70954 -1.68029 -4.83270 0.019 -0.012 -0.581 0.08
H -2.36102 -3.45204 -5.32996 0.077 -0.070 0.031 0.10
H -2.97698 -4.99224 -3.46017 0.136 -0.305 -0.499 0.10
H -1.83098 -4.88794 -1.29838 -0.293 -0.007 -0.280 0.09
H -0.70829 -5.11689 1.04475 -0.216 -0.632 -0.248 0.02
H -1.71858 -3.72191 1.43727 -0.668 0.090 0.026 0.02
H -0.16807 -3.94492 2.13924 0.607 0.233 0.794 -0.02
H 1.73797 -5.11185 -0.08867 -0.346 -0.980 0.241 0.02
H 2.43785 -3.74237 0.67818 1.102 0.435 1.283 -0.04
H 2.37413 -3.88595 -1.06593 0.444 0.300 -0.328 0.01
C -1.64164 3.64334 3.37080 0.573 0.264 -0.255 -0.22
Si -0.48979 3.62189 1.87687 0.257 -0.860 -0.220 0.21
C 1.30534 3.70697 2.48140 -0.844 -0.158 0.549 -0.22
C -0.70775 5.25152 1.00138 -0.273 -0.400 -0.628 -0.23
As -0.73045 1.65612 0.56630 -0.474 0.713 0.235 0.66
Si -2.74595 2.07392 -0.60235 0.319 -0.830 0.698 0.17
C -3.49070 0.53828 -1.31644 0.062 -0.803 -0.029 -0.22
C -3.90285 2.81347 0.66542 2.298 0.539 0.136 -0.22
C -2.31267 3.27747 -1.90220 0.962 0.944 0.219 -0.23
H -1.17813 4.39146 4.01508 -0.120 0.077 0.339 0.02
H -1.72267 2.70656 3.91065 0.027 -0.153 0.021 0.02
H -2.63037 4.00444 3.11274 -0.198 -0.033 -0.064 0.01
H 1.30906 4.52673 3.20135 0.225 0.213 -0.016 0.03
H 2.01363 3.90535 1.69106 0.219 -0.002 -0.239 0.03
H 1.57977 2.82215 3.05041 0.161 -0.071 -0.095 -0.01
H -0.18285 5.98575 1.57978 -0.023 0.645 0.650 0.02
H -1.75762 5.52005 0.85550 0.187 0.172 0.015 0.03
H -0.18717 5.27901 0.04758 -0.118 -0.209 -0.296 0.03
H -3.58938 -0.21861 -0.53484 -0.087 -0.031 0.042 0.03
H -2.89001 0.07575 -2.10271 0.167 0.096 -0.018 0.03
H -4.48149 0.68695 -1.74484 -0.113 0.224 0.039 0.03
H -3.92069 2.23146 1.57035 -0.341 -0.344 0.257 0.03
H -4.83003 3.02564 0.24743 -1.957 0.232 -0.505 0.00
H -3.43035 3.77256 0.92639 -0.240 -0.061 0.050 0.01
H -1.54380 2.91117 -2.59855 -0.248 0.037 0.263 0.03
H -1.85082 4.09558 -1.28901 -0.391 -0.260 -0.884 0.02
H -3.16796 3.63012 -2.46100 -0.233 0.307 -0.158 0.03



16
Properties=species:S:1:pos:R:3:forces:R:3:lowdin_spin:R:1 method="wB97M-V/def2-TZVPD" energy_ha=-1167.68352 spin_multiplicity=7 homo_lumo_gap_ha="0.1697 / 0.1213" charge=+1 lumo_ev="-6.23 / -7.82" homo_energy_ev="-10.85 / -11.12" s2=12.0619 mol_weight_g_mol=278.075
C 3.09129 -2.59787 -0.78284 -2.343 -1.307 1.072 0.00
C 2.98477 -1.29121 -0.91929 0.746 0.033 -1.122 0.00
C 1.98218 -0.46491 -0.14579 -0.244 -0.259 0.293 0.00
C 2.55108 0.79935 0.50596 1.153 -0.532 -0.547 0.00
O 1.58707 1.52154 1.18143 -4.060 0.699 2.197 0.05
Eu -0.44337 1.78499 2.30057 3.387 -1.050 -1.846 4.86
H 3.44394 -0.88576 -1.82562 0.063 0.027 0.465 0.00
H 1.55952 -1.09435 0.65317 -0.068 0.155 -0.173 0.00
H 1.16639 -0.15748 -0.82117 0.122 -0.142 0.165 0.00
H 3.01257 1.41235 -0.29539 -0.201 -0.080 0.385 0.00
H 3.37153 0.48838 1.18440 -0.321 0.242 -0.173 0.00
O 2.84206 -3.73124 -0.56138 1.398 1.687 -0.519 0.00
H -2.53020 -3.52230 2.57020 -0.391 0.585 0.594 0.02
C -2.56229 -2.49519 2.93602 -0.122 -2.196 -0.514 0.51
C -2.27387 -1.31030 3.05753 2.170 4.751 -0.904 0.24
O -1.81318 -0.14680 2.95359 -1.288 -2.613 0.627 0.32



11
Properties=species:S:1:pos:R:3:forces:R:3:lowdin_charge:R:1 method="wB97M-V/def2-TZVPD" energy_ha=-301.70745 relative_energy_kcal_mol=76.5 homo_lumo_gap_ha=0.3529 charge=+1 lumo_ev=-6.06 homo_energy_ev=-15.66 mol_weight_g_mol=85.086
C -1.57792 -0.01303 0.15057 -4.555 -0.155 1.747 -0.31
C 0.36103 -1.29421 -0.11950 -2.846 1.441 1.276 0.00
C 0.93359 0.94225 -0.38718 -1.811 0.701 -0.150 0.18
N -0.91976 -1.13575 -0.21710 3.203 -2.334 -0.872 0.17
N 1.15843 -0.15234 0.25739 -1.266 0.756 -3.157 0.12
O -1.27467 1.12703 0.11058 2.194 2.853 -0.732 0.10
H -2.65354 -0.10977 0.55663 1.467 -1.138 -0.439 0.18
H 0.83305 -2.23241 -0.13207 0.574 -1.128 -0.417 0.14
H 1.15338 1.92933 0.01104 0.667 -0.272 -0.031 0.15
H 0.36315 0.89447 -1.29151 0.449 -0.001 -0.680 0.13
H 1.62325 0.04443 1.06116 1.923 -0.724 3.456 0.14